Density functional theory data (ωB97M-V/def2-TZVPD) for a molecular structure, C2H8N2O2.

Summary:
Frontier orbital gap (alpha / beta): 0.285 / 0.291 Eh
HOMO energy (alpha / beta): -8.54 / -8.53 eV

Structure (XYZ):
```
14
Properties=species:S:1:pos:R:3:forces:R:3
C -1.600090 -0.470083 0.151983 -0.04 -0.33 -0.54
C 1.837347 1.060538 0.742629 0.20 -0.30 -0.24
N -1.197085 0.668725 -0.570225 -1.21 -0.33 -0.44
N -0.386276 -1.113331 -0.398888 -0.16 -0.39 -0.76
O 1.318628 0.690050 -0.499286 -0.60 -2.00 -0.05
O -0.468861 -1.750050 -1.616816 -0.43 0.37 1.10
H -1.280457 -2.283656 -1.640284 -0.13 0.19 0.04
H -0.858527 1.421954 0.025579 0.68 -0.35 0.09
H 0.719119 -0.362505 -0.467404 1.91 3.28 0.47
H -2.503972 -0.927593 -0.252933 -0.12 -0.06 0.18
H -1.563592 -0.462064 1.242997 -0.01 -0.10 -0.09
H 1.064740 1.238060 1.511370 -0.09 0.00 0.05
H 2.519018 0.292874 1.138366 0.04 0.15 0.13
H 2.400008 1.997081 0.632912 -0.04 -0.14 0.07
```
Forces are in eV/Å.



Density functional theory data (ωB97M-V/def2-TZVPD) for a molecular structure, C2H8N2O2.

Summary:
Frontier orbital gap: 0.320 Eh
HOMO energy: -7.96 eV

Structure (XYZ):
```
14
Properties=species:S:1:pos:R:3:forces:R:3
C -0.724519 1.334285 -0.281772 -0.34 -1.06 -1.66
O -1.457289 0.626082 0.744365 -0.02 -0.01 0.41
H -1.972218 1.244923 1.273847 -0.01 -0.11 -0.16
H -1.371631 1.465678 -1.159999 -0.38 0.44 0.18
H -0.420151 2.327922 0.057235 0.39 -0.23 -0.05
H -0.055743 0.190185 -0.919595 -0.82 2.44 1.39
N 0.681231 -0.860760 -0.654634 0.80 -0.27 0.11
N -0.083657 -1.955333 -0.165207 0.25 0.38 0.26
C 1.338766 0.103249 0.329505 1.42 -1.66 -0.80
O 2.396997 0.597124 0.054139 -1.25 -0.17 0.28
H 1.293708 -1.120055 -1.424974 0.16 -0.09 0.35
H -0.916503 -1.543881 0.253485 0.01 -0.07 -0.08
H 0.431777 -2.423120 0.578352 -0.03 -0.02 -0.07
H 0.859231 0.013701 1.315253 -0.19 0.45 -0.16
```
Forces are in eV/Å.



Density functional theory data (ωB97M-V/def2-TZVPD) for 2 unconnected molecules or ions with the total composition C2H8N2O2.

Summary:
Multiplicity: 2
Frontier orbital gap (alpha / beta): 0.319 / 0.140 Eh
Expectation value of S²: 0.755
HOMO energy (alpha / beta): -13.42 / -13.42 eV
Total charge: +1

Structure (XYZ):
```
14
Properties=species:S:1:pos:R:3:forces:R:3
N -0.886561 -2.218919 -0.494054 0.84 0.26 -0.23
C -1.596352 -1.086790 -0.990635 0.05 -0.60 0.54
O -0.878023 0.157480 -0.729939 0.21 0.13 0.30
H -0.018247 -2.373694 -0.998297 -0.25 -0.14 -0.33
H -0.579058 -2.100956 0.465909 -0.56 -0.01 0.16
H -1.759444 -1.175337 -2.062022 0.11 -0.05 -0.02
H -2.558806 -1.063398 -0.478587 -0.01 0.28 -0.05
H -1.538192 0.838260 -0.582022 -0.15 0.25 -0.11
C 1.741755 1.807379 1.523508 0.93 -0.64 -2.19
N 1.577791 1.099559 0.435266 -0.25 0.49 0.65
O 0.868902 1.950523 2.397148 -0.33 0.13 0.95
H 2.724313 2.300801 1.605061 -0.30 0.30 0.63
H 2.219015 1.233536 -0.337614 0.13 -0.22 0.16
H 0.682901 0.631556 0.246284 -0.40 -0.19 -0.46
```
Forces are in eV/Å.



Energy above the lowest of the compared OMol25 structures with the same formula, charge and spin readings, ordered: 726.41; 514.96; 120.90 kJ/mol